i | DFT (the ωB97M-V functional and the def2-TZVPD basis) results for an isolated molecule of C2H2F3NO2.

XYZ file:
```
10
Properties=species:S:1:pos:R:3:nbo_charge:R:1
F -0.081 -1.973 -1.614 -0.33
F -1.497 -0.220 -1.889 -0.31
F 0.538 -0.224 -2.524 -0.31
O 0.134 -0.204 -0.308 -0.68
O -1.466 0.346 1.342 -0.51
N 0.798 0.551 1.752 -0.82
C -0.267 -0.626 -1.571 1.19
C -0.335 0.249 1.098 0.95
H 0.542 1.302 2.414 0.40
H 1.635 0.798 1.299 0.42
```

Summary:
Kohn-Sham gap in eV: 12.232
Molar mass in Da: 129.04
HOMO level in eV: -11.76
Total charge: 0
Structure (SMILES): NC(=O)OC(F)(F)F


ii | DFT (the ωB97M-V functional and the def2-TZVPD basis) results for a structure of composition C2H2F3NO2.

XYZ file:
```
10
Properties=species:S:1:pos:R:3:nbo_charge:R:1
F -0.133 1.624 -1.062 -0.33
F 0.159 -1.767 0.151 -0.31
F 0.525 -0.132 -2.126 -0.31
O 0.426 0.508 2.340 -0.34
O -1.494 0.291 1.299 -0.34
N -0.315 0.169 1.433 0.50
C 0.416 -0.474 0.177 0.25
C -0.200 0.254 -1.115 0.52
H -1.214 -0.042 -1.330 0.16
H 1.830 -0.431 0.231 0.21
```

Summary:
Kohn-Sham gap in eV: 11.322
Molar mass in Da: 129.04
HOMO level in eV: -11.58
Total charge: 0


Bottom line: i, by a margin of 0.1716 hartree.


i | DFT (the ωB97M-V functional and the def2-TZVPD basis) results for an isolated molecule of C5H8N4.

XYZ file:
```
17
Properties=species:S:1:pos:R:3:nbo_charge:R:1
N -0.360 0.553 1.790 -0.42
N 0.143 -1.727 -1.059 -0.88
N 0.544 -1.585 2.145 -0.63
N 0.033 1.377 0.873 -0.18
C -0.041 -0.737 1.316 0.40
C 0.154 1.540 -1.517 -0.27
C 0.001 0.797 -0.331 0.14
C -0.194 1.139 -2.714 -0.33
C -0.384 -0.672 -0.104 -0.19
H 1.314 -1.890 -1.245 0.39
H -0.163 -2.732 -0.907 0.38
H -0.192 0.091 -3.010 0.20
H -0.099 1.816 -3.672 0.20
H 0.272 0.650 2.748 0.39
H -1.475 -0.773 -0.112 0.24
H -0.084 2.538 -1.329 0.22
H 0.697 -2.431 1.385 0.33
```

Summary:
Kohn-Sham gap in eV: 8.820
Molar mass in Da: 124.15
HOMO level in eV: -8.54
Total charge: 0
Structure (SMILES): [H]/N=C1/NN=C(C=C)[C@H]1N


ii | DFT (the ωB97M-V functional and the def2-TZVPD basis) results for a structure of composition C5H8N4.

XYZ file:
```
17
Properties=species:S:1:pos:R:3:nbo_charge:R:1
N 0.032 1.757 0.080 -0.33
N -1.264 1.933 -0.028 -0.27
N -1.592 -1.336 -0.357 -0.59
N 1.783 0.247 -0.407 -0.65
C 0.476 0.507 -0.145 0.26
C -0.690 -0.237 0.000 0.00
C -1.650 0.702 0.142 0.09
C 2.704 -0.597 0.285 -0.40
C -2.640 -0.456 0.058 -0.24
H 0.423 2.674 -0.523 0.41
H 2.290 -1.594 0.274 0.17
H -3.074 -0.325 1.071 0.20
H 3.698 -0.660 0.153 0.21
H 2.521 -0.096 1.253 0.20
H -1.653 -2.371 0.078 0.38
H -3.525 -0.495 -0.531 0.20
H 2.162 0.348 -1.403 0.37
```

Summary:
Kohn-Sham gap in eV: 9.013
Molar mass in Da: 124.15
HOMO level in eV: -8.08
Total charge: 0


iii | DFT (the ωB97M-V functional and the def2-TZVPD basis) results for an isolated molecule of C5H8N4.

XYZ file:
```
17
Properties=species:S:1:pos:R:3:nbo_charge:R:1
N 0.878 -0.995 -0.871 -0.46
N 2.691 -0.617 0.588 -0.50
N -1.651 -0.449 -0.170 -0.51
N 0.465 0.365 -0.663 -0.29
C -0.847 0.518 -0.182 0.27
C 1.503 1.189 -0.403 -0.07
C -2.968 -0.166 0.340 -0.42
C 2.599 0.694 0.235 -0.07
C 1.846 -1.405 -0.001 0.29
H 0.011 -1.547 -0.888 0.43
H -3.227 -0.778 1.233 0.20
H -3.721 -0.392 -0.428 0.20
H 3.263 1.447 0.643 0.20
H 1.381 2.267 -0.495 0.21
H 1.916 -2.482 0.134 0.19
H -1.081 1.463 0.293 0.16
H -3.057 0.888 0.636 0.17
```

Summary:
Kohn-Sham gap in eV: 8.270
Molar mass in Da: 124.15
HOMO level in eV: -7.38
Total charge: 0
Structure (SMILES): C/N=C/N1C=CN=CN1


iv | DFT (the ωB97M-V functional and the def2-TZVPD basis) results for a cluster of 2 separate species, C5H8N4 in total.

XYZ file:
```
17
Properties=species:S:1:pos:R:3:nbo_charge:R:1
N 1.784 0.647 -0.993 -0.31
N 0.103 -2.193 0.590 -0.61
N -1.186 1.749 1.249 -0.84
N -2.805 -0.383 -0.766 -0.62
C -1.168 1.328 -0.078 -0.21
C 2.734 0.102 -0.431 0.09
C 0.720 -1.122 0.413 0.10
C -1.827 0.235 -0.339 0.31
C 1.550 -0.774 -0.695 -0.22
H -2.809 -1.418 -0.628 0.36
H -2.233 1.710 1.556 0.38
H 0.533 -0.251 1.186 0.19
H 0.358 -2.908 -0.226 0.31
H 1.541 -1.450 -1.599 0.20
H 3.716 0.320 0.009 0.23
H -0.640 2.581 1.453 0.39
H -0.370 1.827 -0.702 0.25
```

Summary:
Kohn-Sham gap in eV: 8.211
Molar mass in Da: 124.15
HOMO level in eV: -7.47
Total charge: 0
Structure (SMILES): [H]/N=C\[C@@H]1C=N1.N=C=CN


Bottom line: iii, by a margin of 0.0646 hartree.


i | DFT (the ωB97M-V functional and the def2-TZVPD basis) results for a cluster of 2 separate species, C3H7N2 in total.

XYZ file:
```
12
Properties=species:S:1:pos:R:3:nbo_charge:R:1
N -1.441 1.064 0.588 -0.43
N -0.452 -0.346 -1.349 -0.71
C 0.849 -0.190 -0.537 -0.05
C -0.840 1.321 1.532 0.17
C 1.047 -0.915 0.562 -0.35
H -0.940 0.570 -1.368 0.47
H 1.307 0.759 -0.891 0.24
H 1.827 -0.834 1.301 0.26
H -1.108 -0.866 -0.779 0.46
H -0.362 1.740 2.419 0.27
H 0.469 -1.791 0.847 0.23
H -0.356 -0.511 -2.326 0.45
```

Summary:
Kohn-Sham gap in eV: 11.928
Molar mass in Da: 71.10
HOMO level in eV: -15.43
Total charge: +1


ii | DFT (the ωB97M-V functional and the def2-TZVPD basis) results for a cluster of 2 separate species, C3H7N2 in total.

XYZ file:
```
12
Properties=species:S:1:pos:R:3:nbo_charge:R:1
N 0.978 -1.013 -0.326 -0.70
N 0.538 1.450 -0.116 -0.79
C -1.243 -0.094 0.182 -0.20
C 0.133 0.229 0.234 0.28
C -2.457 -0.126 -0.075 -0.02
H -3.515 -0.190 -0.029 0.27
H 0.596 -1.818 0.105 0.45
H 0.739 -1.061 -1.278 0.43
H 0.047 2.189 -0.555 0.44
H 1.514 1.710 -0.226 0.41
H 1.909 -0.884 0.024 0.45
H 0.759 -0.392 2.061 -0.03
```

Summary:
Kohn-Sham gap (alpha / beta) in eV: 8.229 / 8.767
Molar mass in Da: 71.10
HOMO level (alpha / beta) in eV: -13.18 / -13.83
Total charge: +1


iii | DFT (the ωB97M-V functional and the def2-TZVPD basis) results for the ion C3H7N2 with charge +1.

XYZ file:
```
12
Properties=species:S:1:pos:R:3:nbo_charge:R:1
N -1.360 -0.816 -0.091 -0.66
N 1.641 -1.042 0.032 -0.57
C -0.720 0.175 0.475 0.34
C 1.607 0.183 0.100 0.17
C 0.299 0.968 -0.221 -0.57
H 2.302 0.614 0.848 0.22
H -1.896 -1.555 0.432 0.45
H 1.184 -1.757 -0.569 0.39
H 0.068 1.132 -1.237 0.27
H -1.023 0.473 1.578 0.27
H 0.399 1.861 0.237 0.26
H -1.462 -1.072 -1.102 0.45
```

Summary:
Kohn-Sham gap in eV: 8.451
Molar mass in Da: 71.10
HOMO level in eV: -13.94
Total charge: +1
Structure (SMILES): [H]/N=C\CC=[NH2+]


Bottom line: i, by a margin of 0.0131 hartree.


i | DFT (the ωB97M-V functional and the def2-TZVPD basis) results for a cluster of 2 separate species, C4H12OS2 in total.

XYZ file:
```
19
Properties=species:S:1:pos:R:3:nbo_charge:R:1
S 2.936 -1.976 -1.537 -0.04
S -0.722 -0.559 1.640 0.17
O -1.076 2.191 -1.823 -0.93
C 1.708 -1.539 -0.255 -0.52
C -0.162 0.154 0.056 -0.48
C -1.587 0.934 2.211 -0.74
C 0.451 -0.914 -0.866 -0.43
H -2.208 1.359 1.405 0.20
H 0.642 -0.367 -1.809 0.23
H -0.260 -1.732 -1.089 0.22
H -1.008 0.606 -0.495 0.17
H 2.101 -0.787 0.456 0.21
H -0.846 1.690 2.520 0.21
H 1.298 -2.379 0.336 0.22
H -1.806 2.636 -2.311 0.47
H -2.236 0.706 3.073 0.23
H 3.778 -2.686 -0.757 0.13
H -1.527 1.691 -1.105 0.45
H 0.524 0.972 0.350 0.22
```

Summary:
Kohn-Sham gap in eV: 9.370
Molar mass in Da: 140.27
HOMO level in eV: -8.73
Total charge: 0
Structure (SMILES): CSCCCS.O


ii | DFT (the ωB97M-V functional and the def2-TZVPD basis) results for a cluster of 2 separate species, C4H12OS2 in total.

XYZ file:
```
19
Properties=species:S:1:pos:R:3:nbo_charge:R:1
S 1.153 -1.598 -1.145 0.05
S -0.874 -1.239 -0.572 0.09
O -3.377 4.021 2.486 -0.93
C 1.609 -0.615 1.695 -0.65
C 1.498 0.672 0.862 -0.47
C 1.717 0.203 -0.599 -0.47
C -1.288 0.164 -1.578 -0.77
H -2.151 0.623 -1.255 0.23
H 2.841 0.019 -0.645 0.21
H -2.553 4.490 2.547 0.47
H -0.681 1.010 -1.682 0.22
H 1.539 0.964 -1.428 0.22
H 0.452 0.917 0.806 0.22
H 2.205 -1.493 1.164 0.22
H -4.044 4.729 2.658 0.47
H 0.635 -1.220 1.942 0.24
H 2.142 -0.565 2.743 0.22
H -1.347 -0.243 -2.558 0.22
H 2.290 1.447 1.014 0.23
```

Summary:
Kohn-Sham gap in eV: 8.955
Molar mass in Da: 140.27
HOMO level in eV: -8.32
Total charge: 0
Structure (SMILES): CCCSSC.O


iii | DFT (the ωB97M-V functional and the def2-TZVPD basis) results for a cluster of 2 separate species, C4H12OS2 in total.

XYZ file:
```
19
Properties=species:S:1:pos:R:3:nbo_charge:R:1
S 1.418 0.138 -0.571 0.07
S 1.022 0.007 1.442 0.08
O -3.116 0.997 -0.420 -0.93
C 0.385 -1.670 1.677 -0.53
C -0.037 1.061 -1.142 -0.53
C -0.921 -1.919 0.922 -0.62
C -0.004 1.152 -2.671 -0.62
H -2.668 1.658 0.123 0.47
H 1.151 -2.439 1.618 0.22
H 0.961 1.361 -3.103 0.21
H -1.688 -1.261 1.332 0.21
H -0.828 -1.743 -0.152 0.21
H -0.284 0.165 -3.034 0.21
H -3.885 0.803 0.130 0.47
H -0.135 2.019 -0.636 0.20
H -0.796 1.813 -3.014 0.22
H 0.098 -1.549 2.732 0.22
H -0.902 0.458 -0.903 0.23
H -1.224 -2.956 1.047 0.21
```

Summary:
Kohn-Sham gap in eV: 9.131
Molar mass in Da: 140.27
HOMO level in eV: -8.55
Total charge: 0
Structure (SMILES): CCSSCC.O


Bottom line: iii, by a margin of 0.0293 hartree.


i | DFT (the ωB97M-V functional and the def2-TZVPD basis) results for a structure of composition C5H13N3O4S.

XYZ file:
```
26
Properties=species:S:1:pos:R:3:nbo_charge:R:1
S 0.749 -1.799 -2.428 2.32
O 0.811 -0.348 -2.620 -0.86
O -0.283 -3.755 -1.129 -0.51
O 1.914 -2.576 -2.437 -0.84
O -0.262 -3.613 0.974 -0.40
N -0.069 -1.815 -0.299 -0.40
N -0.214 -3.120 -0.103 0.62
N -0.428 -2.401 -3.391 -0.98
C 0.817 1.432 1.298 -0.39
C -0.064 0.491 0.536 -0.40
C 0.189 2.824 1.268 -0.41
C -1.279 3.218 1.488 -0.60
C 0.430 -0.948 0.690 -0.27
H 0.139 -1.132 1.686 0.23
H -0.357 -3.416 -3.426 0.43
H -1.137 0.444 0.804 0.20
H -1.944 2.452 1.398 0.20
H 0.922 3.410 1.769 0.20
H 1.886 1.312 0.861 0.22
H -1.235 3.544 2.573 0.20
H 0.204 3.164 0.281 0.20
H -1.729 4.032 0.898 0.22
H 1.498 -1.083 0.596 0.19
H 0.815 1.199 2.313 0.19
H -0.042 0.621 -0.509 0.21
H -1.331 -2.136 -3.090 0.42
```

Summary:
Kohn-Sham gap (alpha / beta) in eV: 8.700 / 8.700
Molar mass in Da: 211.24
HOMO level (alpha / beta) in eV: -10.07 / -10.07
Total charge: 0


ii | DFT (the ωB97M-V functional and the def2-TZVPD basis) results for a cluster of 2 separate species, C5H13N3O4S in total.

XYZ file:
```
26
Properties=species:S:1:pos:R:3:nbo_charge:R:1
S 2.286 -4.366 0.051 2.33
O 0.408 -2.426 0.169 -0.50
O 0.202 -1.293 2.166 -0.60
O 1.507 -5.298 -0.653 -0.86
O 3.338 -3.668 -0.608 -0.83
N -0.142 -1.438 0.702 0.55
N 2.277 -4.440 1.579 -1.03
N -0.936 -0.694 0.209 -0.17
C 0.506 2.152 -0.688 -0.41
C -1.753 0.413 0.851 -0.26
C -0.677 2.661 0.083 -0.39
C 0.282 2.197 -2.131 -0.61
C -1.847 1.687 -0.074 -0.40
H -0.962 3.599 -0.347 0.20
H -0.321 3.008 1.085 0.21
H 0.700 1.091 -0.407 0.20
H 0.996 2.663 -2.707 0.21
H 0.860 -1.932 2.279 0.49
H -0.693 2.729 -2.369 0.19
H -2.817 2.265 0.261 0.21
H 1.610 -5.126 1.800 0.38
H -2.036 1.479 -1.096 0.22
H 1.273 2.771 -0.376 0.21
H 0.157 1.139 -2.520 0.21
H -2.768 0.104 0.833 0.23
H -1.452 0.722 1.910 0.22
```

Summary:
Kohn-Sham gap in eV: 10.224
Molar mass in Da: 211.24
HOMO level in eV: -10.53
Total charge: 0
Structure (SMILES): CCCCC/N=[N+](/[O-])O.N=S(=O)=O


Bottom line: ii, by a margin of 0.0075 hartree.


i | DFT (the ωB97M-V functional and the def2-TZVPD basis) results for a structure of composition H8LiO4.

XYZ file:
```
13
Properties=species:S:1:pos:R:3:nbo_charge:R:1
O 0.130 1.945 -0.719 -0.80
O 1.072 -1.659 -0.757 -0.81
O 0.753 -0.024 1.875 -0.88
O -1.820 -0.166 -0.408 -0.64
Li 0.240 0.101 -0.030 0.91
H -2.554 0.394 -0.658 0.54
H 0.624 -0.781 2.448 0.52
H 0.233 2.594 -1.416 0.54
H 0.722 -2.481 -0.414 0.52
H 1.437 -1.890 -1.611 0.53
H -0.119 2.456 0.050 0.52
H 1.345 0.548 2.363 0.53
H -2.063 -1.037 -0.724 0.52
```

Summary:
Kohn-Sham gap (alpha / beta) in eV: 14.390 / 4.241
Molar mass in Da: 79.00
Expectation value of S²: 0.7558
HOMO level (alpha / beta) in eV: -22.13 / -20.81
Total charge: +2
2S+1: 2


ii | DFT (the ωB97M-V functional and the def2-TZVPD basis) results for a structure of composition H8LiO4.

XYZ file:
```
13
Properties=species:S:1:pos:R:3:nbo_charge:R:1
O 1.667 -0.217 -1.240 -0.85
O -0.205 1.577 1.594 -0.60
O -1.577 0.369 -1.295 -0.76
O 0.180 -1.574 1.021 -0.92
Li 0.060 -0.005 -0.059 0.92
H -2.263 -0.119 -1.750 0.54
H -0.630 2.433 1.553 0.53
H 2.442 -0.634 -0.864 0.52
H -1.647 1.260 -1.639 0.52
H -0.636 1.129 2.322 0.52
H 1.072 -1.841 1.242 0.52
H -0.364 -2.321 1.271 0.54
H 1.901 -0.058 -2.155 0.53
```

Summary:
Kohn-Sham gap (alpha / beta) in eV: 14.364 / 4.003
Molar mass in Da: 79.00
Expectation value of S²: 0.7562
HOMO level (alpha / beta) in eV: -22.04 / -20.64
Total charge: +2
2S+1: 2


Bottom line: i, by a margin of 0.0020 hartree.


i | DFT (the ωB97M-V functional and the def2-TZVPD basis) results for a structure of composition H5NP4.

XYZ file:
```
10
Properties=species:S:1:pos:R:3:nbo_charge:R:1
P 1.729 0.269 0.310 0.31
P 1.987 2.098 1.431 -0.05
P -0.804 -1.035 0.155 0.77
P -1.739 -1.952 -1.608 -0.02
N -0.597 0.513 0.112 -1.03
H -2.350 -0.704 -1.985 0.03
H 0.228 -1.955 0.499 -0.05
H -0.532 -1.714 -2.303 0.00
H 0.909 2.985 1.037 0.03
H 1.170 1.496 2.351 0.01
```

Summary:
Kohn-Sham gap (alpha / beta) in eV: 7.572 / 5.715
Molar mass in Da: 142.94
HOMO level (alpha / beta) in eV: -8.75 / -7.44
Total charge: 0


ii | DFT (the ωB97M-V functional and the def2-TZVPD basis) results for an isolated molecule of H5NP4.

XYZ file:
```
10
Properties=species:S:1:pos:R:3:nbo_charge:R:1
P -3.049 0.014 0.455 -0.02
P 1.709 -0.977 -0.376 0.45
P -1.169 0.075 -0.784 0.81
P 2.360 0.886 0.561 -0.03
N -0.200 -0.620 0.190 -1.15
H -3.709 0.551 -0.542 -0.04
H 3.698 1.088 0.059 0.01
H 1.996 -1.655 0.752 -0.05
H -3.508 -1.227 0.263 0.00
H 1.871 1.865 -0.579 0.01
```

Summary:
Kohn-Sham gap in eV: 7.912
Molar mass in Da: 142.94
HOMO level in eV: -8.39
Total charge: 0
Structure (SMILES): [PH2]#P=N[PH]#[PH2]


Bottom line: ii, by a margin of 0.0931 hartree.